59
Properties=species:S:1:pos:R:3:forces:R:3 method="wB97M-V/def2-TZVPD" total_charge=+2
Mo 0.2218 -0.2731 0.7406 0.1 0.4 -1.3
Se -5.5146 2.9152 1.1061 -0.3 -0.1 0.0
Sb -3.4524 3.5199 0.3644 0.5 0.0 -0.2
Se 0.4149 2.4037 -0.2240 -0.2 0.0 0.1
Se -0.7337 0.9396 -1.5514 0.6 0.0 0.0
Se -2.9724 1.4484 -1.4234 -0.4 0.1 0.3
C 6.4232 0.2249 2.6586 0.0 0.0 0.0
C 5.3027 0.4652 3.4412 0.0 0.0 0.0
C 4.0411 0.3926 2.8768 0.0 0.0 0.0
C 3.9028 0.0870 1.5228 0.1 -0.1 -0.1
C 5.0326 -0.1643 0.7380 0.0 0.0 0.0
C 6.2877 -0.0933 1.3112 0.0 0.0 0.0
C 2.5749 0.0430 0.9221 -0.2 -0.1 0.1
C 2.0530 -0.0832 -0.2761 -0.2 -0.1 0.0
C 2.4081 -0.0135 -1.6748 0.0 0.0 0.0
C 3.2184 1.0306 -2.1369 0.0 0.0 0.0
C 3.5310 1.1142 -3.4831 0.0 0.0 0.0
C 3.0375 0.1676 -4.3722 0.0 0.0 0.0
C 2.2325 -0.8716 -3.9196 0.0 0.0 0.0
C 1.9132 -0.9618 -2.5767 0.1 0.0 0.0
H 7.4090 0.2823 3.0998 0.0 0.0 0.0
H 5.4128 0.7068 4.4892 0.0 0.0 0.0
H 3.1640 0.5749 3.4882 0.0 0.0 0.0
H 4.9235 -0.4178 -0.3085 0.0 0.0 0.0
H 7.1656 -0.2885 0.7107 0.0 0.0 0.0
H 1.8100 0.1362 1.7809 0.3 0.1 0.0
H 3.6062 1.7595 -1.4361 0.0 0.0 0.0
H 4.1593 1.9185 -3.8409 0.0 0.0 0.0
H 3.2853 0.2369 -5.4228 0.0 0.0 0.0
H 1.8611 -1.6105 -4.6168 0.0 0.0 0.0
H 1.3046 -1.7794 -2.2071 0.0 0.0 0.0
O 1.4172 -3.7530 -0.3600 0.0 0.0 0.0
C 0.9211 -4.7110 0.4808 0.0 0.0 0.0
C 1.1797 -6.0537 0.2332 0.0 0.0 0.0
C 0.6495 -7.0345 1.0501 0.0 0.0 0.0
C -0.1632 -6.6968 2.1275 0.0 0.0 0.0
C -0.4219 -5.3687 2.3778 0.0 0.0 0.0
C 0.1208 -4.3541 1.5754 0.0 0.0 0.0
C -0.2088 -2.9834 1.9854 -0.1 0.1 0.1
O -1.0177 -2.6592 2.8104 0.0 -0.1 0.0
O 0.5253 -1.9934 1.3614 0.1 0.0 0.3
H 2.0021 -4.1860 -0.9944 0.0 0.0 0.0
H 1.8002 -6.3278 -0.6128 0.0 0.0 0.0
H 0.8688 -8.0728 0.8404 0.0 0.0 0.0
H -0.5780 -7.4647 2.7641 0.0 0.0 0.0
H -1.0401 -5.0726 3.2144 0.0 0.0 0.0
I -5.5164 -1.1293 2.3128 0.0 0.0 0.0
C -3.9441 -1.5993 1.0503 0.0 0.0 0.0
C -4.0397 -2.6143 0.1111 0.0 0.0 0.0
C -2.9432 -2.8932 -0.6945 0.0 0.0 0.0
C -1.7885 -2.1604 -0.5346 0.0 0.0 0.0
N -1.7028 -1.1691 0.3696 0.0 -0.1 0.1
C -2.7560 -0.8927 1.1459 0.0 0.0 0.0
H -4.9522 -3.1866 0.0120 0.0 0.0 0.0
H -2.9812 -3.6789 -1.4352 0.0 0.0 0.0
H -0.9003 -2.3647 -1.1213 0.0 0.0 0.0
H -2.6483 -0.1047 1.8771 0.0 0.0 0.0
O -1.2112 1.8490 2.2339 0.0 0.1 0.0
N -0.5501 1.2063 1.5275 -0.4 -0.1 0.7



Molecular formula: C5H13NO
Method: DFT, the ωB97M-V functional and the def2-TZVPD basis

Structure (XYZ):
```
20
Properties=species:S:1:pos:R:3:forces:R:3
C -3.4528 0.0981 1.0643 0.3 0.1 -0.3
C -2.0996 0.4270 0.3865 -0.7 -0.4 0.1
H -4.1138 0.9615 1.1354 0.1 0.0 0.0
H -3.9642 -0.6703 0.4930 -0.2 0.0 0.0
H -3.2971 -0.2960 2.0642 0.0 0.0 0.1
H -1.3336 0.5907 1.1331 0.2 0.3 0.0
H -2.1726 1.2631 -0.3089 0.1 0.1 0.2
H -1.8043 -0.4476 -0.1875 0.2 -0.1 -0.1
C 1.6380 -0.0949 0.1258 0.9 0.4 0.3
C 2.8852 -0.8266 0.6717 -0.3 0.4 -0.3
C 1.7852 0.3274 -1.3130 -0.4 -0.2 -0.6
O 2.7769 0.8769 -1.7468 0.1 -0.2 0.1
N 0.7074 0.0649 -2.1330 0.0 0.1 0.3
H 0.7447 -0.6816 0.3005 -0.2 0.1 0.0
H 1.5895 0.8740 0.6348 -0.4 -0.2 0.2
H 2.7063 -1.8987 0.6442 0.3 -0.1 0.0
H 3.0829 -0.5114 1.6906 -0.1 -0.2 0.2
H 0.7687 0.5169 -3.0329 -0.2 0.0 0.0
H -0.2133 -0.0378 -1.7205 0.3 0.0 -0.2
H 3.7665 -0.5355 0.0987 -0.1 -0.2 -0.1
```
Forces are in eV/Å.



Molecular formula: C3H5NO2
Method: DFT, the ωB97M-V functional and the def2-TZVPD basis

Structure (XYZ):
```
11
Properties=species:S:1:pos:R:3:forces:R:3
C -0.1332 0.9031 -0.0392 -2.6 0.2 5.3
C -0.7592 1.2646 1.1803 1.8 0.8 -4.4
C 0.5585 -0.9758 -1.4337 3.7 1.6 -5.0
H 0.6321 -1.5942 1.1955 -2.0 1.5 -2.3
H 0.2671 1.6752 -0.6054 0.8 0.6 -1.6
H -1.2447 0.5686 1.7554 -0.8 -1.8 1.3
H -0.9748 2.3039 1.4854 0.7 -0.6 -0.6
H 0.7999 -2.0209 -1.3235 -0.4 -0.7 -0.1
N 0.0359 -0.4587 -0.3652 0.1 3.2 0.4
O -0.1816 -1.3490 0.5525 0.1 -3.6 5.3
O 1.0000 -0.3169 -2.4022 -1.4 -1.2 1.7
```
Forces are in eV/Å.



Molecular formula: C2H10N2S2
Method: DFT, the ωB97M-V functional and the def2-TZVPD basis

Structure (XYZ):
```
16
Properties=species:S:1:pos:R:3:forces:R:3
C 3.6775 1.6972 0.5203 -0.5 1.0 -0.5
S 1.9716 1.3870 -0.0195 0.2 0.1 -0.5
S 1.2906 0.1021 1.4151 0.1 -0.1 0.1
H 4.3521 0.9787 0.0727 0.1 -0.4 0.7
H 3.9772 2.6681 0.1153 -0.2 0.0 -0.2
H 3.6293 1.8624 1.5889 0.5 -0.6 0.2
H 0.3514 0.9340 1.8726 -0.1 0.0 0.3
N -2.6883 -1.5098 -1.7950 0.0 -0.2 0.1
C -2.0530 -0.5761 -0.8605 -1.0 -0.4 0.7
N -1.7838 -1.1318 0.4517 1.0 -1.4 -0.7
H -3.6880 -1.6136 -1.6312 0.2 0.2 0.2
H -2.2903 -2.4157 -1.5730 0.0 -0.2 -0.3
H -2.7455 0.2527 -0.7406 0.4 0.5 -0.3
H -1.0938 -0.3377 -1.3086 0.0 0.6 0.0
H -2.0755 -0.8736 1.3585 -1.0 1.0 0.3
H -0.8316 -1.4238 0.5333 0.4 -0.2 0.0
```
Forces are in eV/Å.



Per-record relative energy (zero: lowest compared OMol25 entry of this formula, charge and spin), kJ/mol: 108.6; 18.0; 386.8; 68.0
Per-record frontier orbital gap, Ha: 0.216; 0.391; 0.345; 0.337